[1]
DFT (ωB97M-V with the def2-TZVPD basis set) results for 5 unconnected molecules or ions with the total composition C27H29ClF33NO8P.

```
! RIJCOSX wB97M-V def2-TZVPD def2/J DEFGRID3
* xyz -1 1
C -0.537 -7.204 -0.298
C -0.529 -7.476 1.249
O -0.349 -6.265 1.993
C -1.525 -5.932 2.733
C -1.196 -4.643 3.550
O -1.478 -3.556 2.699
P -1.106 -2.022 3.411
Cl -2.957 -2.014 4.555
C 0.565 -2.035 2.480
C 0.636 -1.148 1.252
O 0.921 -1.590 0.217
F 0.411 0.197 1.302
O -1.953 -1.145 2.116
C -2.614 -1.997 1.350
N -3.200 -2.370 0.472
H 0.123 -6.348 -0.512
H -1.571 -7.053 -0.655
H -0.142 -8.119 -0.780
H -1.446 -7.980 1.598
H 0.387 -8.078 1.438
H -2.349 -5.694 2.030
H -1.831 -6.754 3.421
H -1.875 -4.634 4.426
H -0.130 -4.729 3.837
H -0.757 -0.778 4.027
H -0.491 -2.685 4.535
H 1.333 -1.675 3.203
H 0.848 -3.075 2.242
C 0.965 4.062 3.704
C 2.190 4.052 2.771
C 2.676 2.681 2.306
F 3.040 1.886 3.332
F 3.773 2.821 1.514
F 3.193 4.751 3.356
F 1.840 4.757 1.654
O 1.213 4.155 5.107
C 1.507 2.990 5.805
C 2.936 2.986 6.356
F 3.846 3.165 5.378
F 3.208 1.797 6.945
F 1.245 1.914 5.047
F 0.647 2.942 6.847
H 0.425 4.982 3.475
H 0.264 3.258 3.471
H 1.906 2.171 1.721
H 3.066 3.781 7.094
C 4.296 -3.201 -3.565
C 4.452 -4.724 -3.392
C 3.893 -5.596 -4.517
F 2.571 -5.424 -4.697
F 4.082 -6.907 -4.218
F 3.936 -5.086 -2.200
F 5.794 -4.973 -3.317
O 3.198 -2.575 -2.915
C 1.962 -2.589 -3.553
C 0.921 -3.415 -2.796
F 1.338 -4.685 -2.601
F -0.235 -3.483 -3.503
F 2.109 -2.986 -4.837
F 1.546 -1.307 -3.600
H 5.169 -2.759 -3.082
H 4.370 -2.898 -4.610
H 4.408 -5.391 -5.461
H 0.707 -2.977 -1.820
C 0.692 10.333 3.654
C 0.708 8.798 3.784
C 0.037 8.015 2.657
F -1.269 8.314 2.523
F 0.110 6.683 2.919
F 0.194 8.454 4.985
F 2.018 8.424 3.812
O -0.327 11.039 4.356
C -1.576 11.158 3.759
C -2.667 10.408 4.528
F -2.361 9.105 4.673
F -3.840 10.475 3.857
F -1.509 10.790 2.466
F -1.875 12.476 3.763
H 1.615 10.678 4.120
H 0.764 10.658 2.616
H 0.539 8.194 1.702
H -2.805 10.840 5.522
C -2.818 -2.776 -6.085
C -2.123 -3.712 -7.098
C -1.329 -3.029 -8.211
F -2.092 -2.226 -8.979
F -0.796 -3.967 -9.038
F -3.041 -4.567 -7.607
F -1.250 -4.480 -6.392
O -4.201 -2.494 -6.308
C -4.539 -1.486 -7.198
C -5.265 -2.018 -8.437
F -4.536 -2.954 -9.077
F -5.490 -1.012 -9.317
F -3.452 -0.755 -7.511
F -5.375 -0.658 -6.536
H -2.812 -3.306 -5.133
H -2.244 -1.868 -5.900
H -0.504 -2.442 -7.796
H -6.224 -2.463 -8.160
*
```

Calculated values
Calculated total energy: -5800.0820 Ha
HOMO: -6.2 eV
Orbital gap: 7.92 eV


[2]
DFT (ωB97M-V with the def2-TZVPD basis set) results for 2 unconnected molecules or ions with the total composition C4H6N2.

```
! RIJCOSX wB97M-V def2-TZVPD def2/J DEFGRID3
* xyz 0 1
N 1.242 -1.073 -2.894
C 1.305 -0.743 -1.786
C 1.284 -0.226 -0.405
C 0.351 0.898 -0.766
C -1.778 -0.104 1.008
N -1.066 -0.034 2.057
H 0.826 -0.975 0.248
H 2.302 0.007 -0.063
H 1.006 1.760 -1.014
H -1.647 -0.955 0.336
H -2.532 0.629 0.699
H -1.293 0.815 2.580
*
```

Calculated values
Energy above the lowest of the compared OMol25 structures with the same formula, charge and spin: 132.2 kcal/mol
Calculated total energy: -265.3249 Ha
HOMO: -9.6 eV
Orbital gap: 8.49 eV


[3]
DFT (ωB97M-V with the def2-TZVPD basis set) results for a molecular structure, C22H41ClNOP3Sm.

```
! RIJCOSX wB97M-V def2-TZVPD def2/J DEFGRID3
* xyz 3 6
Sm 0.117 0.320 1.541
P 0.503 -1.937 -0.091
P 3.023 0.163 2.041
P -2.359 0.733 0.084
H 1.813 2.445 0.350
C 0.747 2.537 0.598
C 0.298 2.785 1.883
H 0.979 2.872 2.736
C 1.134 -1.615 -1.776
C 1.677 -3.214 0.493
C -0.975 -2.953 -0.458
C 3.756 1.637 2.863
C 3.657 -1.181 3.121
C 4.146 -0.023 0.598
C -3.156 2.370 0.351
C -3.740 -0.410 0.475
C -2.367 0.649 -1.752
H 0.092 2.621 -0.280
H -0.740 3.065 2.093
H 1.279 -2.581 -2.279
H 2.094 -1.084 -1.713
H 0.421 -1.006 -2.348
H 1.643 -4.062 -0.205
H 1.392 -3.562 1.496
H 2.700 -2.815 0.533
H -0.655 -3.859 -0.992
H -1.688 -2.393 -1.079
H -1.468 -3.242 0.481
H 4.855 1.594 2.860
H 3.400 1.669 3.901
H 3.431 2.551 2.348
H 4.749 -1.269 3.043
H 3.194 -2.129 2.828
H 3.393 -0.967 4.163
H 5.171 0.107 0.968
H 3.924 0.753 -0.147
H 4.044 -1.009 0.125
H -4.021 2.500 -0.317
H -2.430 3.170 0.158
H -3.492 2.443 1.393
H -4.620 -0.157 -0.131
H -3.997 -0.316 1.536
H -3.443 -1.446 0.276
H -3.360 0.967 -2.100
H -2.160 -0.366 -2.118
H -1.609 1.331 -2.159
C -0.760 0.303 -5.784
C -0.133 0.535 -7.028
C 0.015 1.861 -7.454
C -0.474 2.919 -6.680
C -1.188 2.660 -5.505
C -1.387 1.339 -5.088
O -0.703 -0.901 -5.122
H -0.229 -1.553 -5.671
H 0.243 -0.301 -7.621
H 0.522 2.071 -8.402
H -0.311 3.956 -6.997
H -1.601 3.469 -4.901
H -1.977 1.096 -4.207
Cl -2.196 0.901 6.816
C -1.596 -0.255 5.710
C -1.606 -1.615 6.029
C -1.128 -2.524 5.083
C -0.655 -2.055 3.859
N -0.673 -0.734 3.549
C -1.110 0.169 4.473
H -1.983 -1.932 6.992
H -1.118 -3.598 5.277
H -0.243 -2.723 3.090
H -1.057 1.219 4.187
*
```

Calculated values
Expectation value of S²: 8.762
Energy above the lowest of the compared OMol25 structures with the same formula, charge and spin: 0.0 kcal/mol
Calculated total energy: -3134.1205 Ha
HOMO (spin up / spin down): -14.0 / -14.0 eV
Orbital gap (spin up / spin down): 3.07 / 3.28 eV